12
Properties=species:S:1:pos:R:3 method="wB97M-V/def2-TZVPD" e_lumo_ev="-0.8 / -0.7" homo_ev="-8.3 / -8.6" charge=0 e_tot_ha=-408.3614
C 2.767 -0.279 0.194
C -0.988 0.704 0.169
C -2.037 -0.285 -0.074
Si 0.953 0.357 -0.225
H 3.119 -1.250 -0.028
H 3.615 0.479 0.526
H -1.241 1.179 1.027
H -2.456 -0.803 0.918
H -1.680 -0.904 -0.906
H -3.023 0.190 -0.327
H 1.383 1.654 -0.408
H 0.627 -0.987 -0.849